1.
# C23H31INO15PS

A cluster of 5 separate species, C23H31INO15PS in total (wB97M-V/def2-TZVPD, the OMol25 dataset).

Structure (ORCA input):
```
! wB97M-V def2-TZVPD RIJCOSX def2/J DEFGRID3
* xyz 0 1
O 1.930 0.761 4.508
P 0.632 1.692 4.337
O -0.575 1.020 5.453
O 0.911 3.330 4.858
C -0.041 1.519 2.552
C -1.668 1.676 2.660
C -2.762 0.429 2.561
C -4.377 0.551 2.711
N -5.011 1.884 2.916
C -4.080 3.047 2.969
C -2.457 3.135 2.888
O 0.191 0.066 2.283
S 1.259 -0.300 0.988
O 0.704 -1.465 0.128
O 2.670 -0.776 1.423
O 1.251 1.299 0.338
C 0.702 2.296 1.315
I 2.455 3.565 1.723
H -0.820 0.086 5.177
H 0.419 3.929 4.224
H -2.321 -0.658 2.362
H -5.029 -0.425 2.626
H -4.618 4.108 3.097
H -1.859 4.164 2.951
H -0.122 2.970 0.775
O -2.566 1.810 -0.906
C -2.680 0.613 -1.110
O -2.869 -0.320 -0.131
C -2.849 -1.622 -0.715
C -3.182 -1.411 -2.169
C -2.590 -0.053 -2.450
H -1.852 -2.053 -0.576
H -3.584 -2.261 -0.217
H -2.795 -2.200 -2.818
H -4.271 -1.370 -2.298
H -1.539 -0.121 -2.745
H -3.169 0.490 -3.200
O 3.631 -1.241 10.415
C 3.437 -0.581 9.408
O 3.308 -1.108 8.155
C 3.201 -0.046 7.209
C 2.726 1.145 8.000
C 3.352 0.914 9.352
H 4.185 0.120 6.758
H 2.492 -0.322 6.423
H 3.003 2.101 7.547
H 1.634 1.118 8.091
H 4.361 1.332 9.411
H 2.724 1.304 10.157
O -1.379 0.080 -5.006
C -0.267 0.478 -5.314
O 0.094 0.852 -6.576
C 1.489 1.154 -6.594
C 1.845 1.469 -5.165
C 0.905 0.583 -4.387
H 2.030 0.282 -6.975
H 1.673 2.004 -7.257
H 2.900 1.296 -4.936
H 1.621 2.521 -4.949
H 1.325 -0.414 -4.226
H 0.617 1.040 -3.437
O 2.202 -1.876 -6.552
C 1.492 -2.824 -6.845
O 1.949 -3.986 -7.397
C 0.838 -4.826 -7.707
C -0.282 -4.347 -6.821
C 0.001 -2.871 -6.698
H 0.602 -4.715 -8.771
H 1.097 -5.870 -7.508
H -1.274 -4.570 -7.222
H -0.202 -4.819 -5.834
H -0.456 -2.300 -7.511
H -0.312 -2.481 -5.727
*
```

The calculation puts the total energy at -3115.32242 hartree.

2.
# C21H25HgNOTe

A structure of composition C21H25HgNOTe (wB97M-V/def2-TZVPD, the OMol25 dataset).

Structure (ORCA input):
```
! wB97M-V def2-TZVPD RIJCOSX def2/J DEFGRID3
* xyz 1 2
Hg 0.317 -0.115 -1.425
C 5.243 -0.175 0.061
C 4.571 0.981 -0.305
C 3.409 1.313 0.366
N 2.922 0.570 1.364
C 3.565 -0.549 1.707
C 4.730 -0.958 1.083
H 6.157 -0.459 -0.442
H 4.938 1.615 -1.101
H 2.848 2.202 0.102
H 3.130 -1.128 2.516
H 5.219 -1.873 1.390
C -2.752 2.021 -0.157
C -3.344 0.945 0.725
O -2.487 -0.192 0.709
C -3.111 -1.428 1.048
C -2.562 -2.519 0.152
H -3.362 2.924 -0.109
H -2.705 1.680 -1.191
H -1.739 2.281 0.161
H -4.334 0.659 0.359
H -3.465 1.310 1.753
H -4.193 -1.338 0.929
H -2.909 -1.664 2.100
H -2.816 -2.319 -0.889
H -2.976 -3.488 0.435
H -1.474 -2.571 0.239
Te 0.202 0.525 2.081
C 0.191 0.077 4.145
C -0.985 -0.421 4.696
C -1.049 -0.637 6.068
C 0.057 -0.371 6.864
C 1.228 0.121 6.300
C 1.301 0.353 4.935
C 0.170 2.590 2.517
C 1.317 3.370 2.420
C 1.255 4.711 2.779
C 0.060 5.260 3.225
C -1.076 4.468 3.328
C -1.027 3.128 2.974
H -1.844 -0.636 4.071
H -1.963 -1.009 6.512
H 0.006 -0.548 7.931
H 2.085 0.332 6.927
H 2.208 0.751 4.494
H 2.255 2.939 2.101
H 2.146 5.323 2.714
H 0.020 6.307 3.500
H -2.006 4.890 3.689
H -1.916 2.515 3.067
*
```

The calculation puts the total energy at -1366.35835 hartree. The expectation value of S² is 0.755.

3.
# C19H40B2F5N3O16

A cluster of 5 separate species, C19H40B2F5N3O16 in total (wB97M-V/def2-TZVPD, the OMol25 dataset).

Structure (ORCA input):
```
! wB97M-V def2-TZVPD RIJCOSX def2/J DEFGRID3
* xyz 0 1
C 3.049 1.208 1.027
C 2.898 0.856 -0.548
N 3.572 2.005 -1.256
O 1.528 0.858 -1.006
C 0.984 2.167 -1.137
C -0.620 1.979 -1.066
F -0.860 0.634 -1.469
F -1.300 2.796 -1.990
C -1.217 2.099 0.409
F -2.010 0.970 0.701
F -0.267 2.159 1.414
F -2.122 3.182 0.460
C 3.686 -0.505 -0.846
O 3.627 -1.479 0.200
C 2.304 -1.993 0.429
B 2.151 -3.600 0.207
N 3.255 -4.595 0.270
O 0.827 -4.086 -0.118
B 3.362 -1.123 -2.342
N 3.729 -2.552 -2.603
O 2.793 -0.329 -3.388
H 4.152 1.431 1.190
H 2.679 0.381 1.702
H 2.445 2.143 1.304
H 3.815 2.747 -0.597
H 4.372 1.683 -1.805
H 1.310 2.907 -0.346
H 1.187 2.653 -2.148
H 4.793 -0.198 -0.916
H 1.466 -1.493 -0.149
H 2.067 -1.814 1.543
H 3.676 -4.594 -0.680
H 2.775 -5.516 0.304
H 0.183 -3.349 -0.061
H 4.475 -2.655 -3.296
H 2.920 -3.148 -2.805
H 2.244 -0.866 -3.989
C -2.196 6.572 -6.966
O -2.546 6.925 -5.629
C -2.373 5.939 -4.738
O -1.963 4.832 -4.978
O -2.736 6.399 -3.532
C -2.602 5.445 -2.481
H -2.376 7.442 -7.597
H -1.138 6.310 -7.031
H -2.820 5.750 -7.323
H -1.561 5.139 -2.369
H -3.241 4.579 -2.662
H -2.922 5.922 -1.554
C -1.758 1.125 -4.275
O -0.830 0.289 -4.973
C -1.328 -0.289 -6.073
O -2.449 -0.161 -6.496
O -0.359 -1.039 -6.624
C -0.753 -1.719 -7.813
H -1.245 1.536 -3.406
H -2.084 1.952 -4.908
H -2.614 0.543 -3.928
H -1.039 -1.006 -8.589
H -1.570 -2.413 -7.608
H 0.105 -2.290 -8.169
C -1.613 1.494 4.316
O -1.157 0.894 5.527
C -0.199 -0.029 5.353
O 0.275 -0.368 4.297
O 0.139 -0.511 6.562
C 1.156 -1.510 6.532
H -2.383 2.222 4.574
H -0.798 2.017 3.815
H -2.054 0.744 3.656
H 2.081 -1.104 6.117
H 0.825 -2.379 5.961
H 1.348 -1.825 7.557
C -2.504 -3.214 5.788
O -1.644 -3.931 6.671
C -2.264 -4.867 7.405
O -3.439 -5.129 7.371
O -1.346 -5.459 8.183
C -1.870 -6.485 9.025
H -1.897 -2.486 5.247
H -2.961 -3.889 5.062
H -3.269 -2.674 6.349
H -2.302 -7.290 8.428
H -2.610 -6.076 9.715
H -1.042 -6.891 9.606
*
```

The calculation puts the total energy at -2665.21193 hartree.

Please write out number 2 again, unchanged.
# C21H25HgNOTe

A structure of composition C21H25HgNOTe (wB97M-V/def2-TZVPD, the OMol25 dataset).

Structure (ORCA input):
```
! wB97M-V def2-TZVPD RIJCOSX def2/J DEFGRID3
* xyz 1 2
Hg 0.317 -0.115 -1.425
C 5.243 -0.175 0.061
C 4.571 0.981 -0.305
C 3.409 1.313 0.366
N 2.922 0.570 1.364
C 3.565 -0.549 1.707
C 4.730 -0.958 1.083
H 6.157 -0.459 -0.442
H 4.938 1.615 -1.101
H 2.848 2.202 0.102
H 3.130 -1.128 2.516
H 5.219 -1.873 1.390
C -2.752 2.021 -0.157
C -3.344 0.945 0.725
O -2.487 -0.192 0.709
C -3.111 -1.428 1.048
C -2.562 -2.519 0.152
H -3.362 2.924 -0.109
H -2.705 1.680 -1.191
H -1.739 2.281 0.161
H -4.334 0.659 0.359
H -3.465 1.310 1.753
H -4.193 -1.338 0.929
H -2.909 -1.664 2.100
H -2.816 -2.319 -0.889
H -2.976 -3.488 0.435
H -1.474 -2.571 0.239
Te 0.202 0.525 2.081
C 0.191 0.077 4.145
C -0.985 -0.421 4.696
C -1.049 -0.637 6.068
C 0.057 -0.371 6.864
C 1.228 0.121 6.300
C 1.301 0.353 4.935
C 0.170 2.590 2.517
C 1.317 3.370 2.420
C 1.255 4.711 2.779
C 0.060 5.260 3.225
C -1.076 4.468 3.328
C -1.027 3.128 2.974
H -1.844 -0.636 4.071
H -1.963 -1.009 6.512
H 0.006 -0.548 7.931
H 2.085 0.332 6.927
H 2.208 0.751 4.494
H 2.255 2.939 2.101
H 2.146 5.323 2.714
H 0.020 6.307 3.500
H -2.006 4.890 3.689
H -1.916 2.515 3.067
*
```

The calculation puts the total energy at -1366.35835 hartree. The expectation value of S² is 0.755.